A structure of composition C50H49FN4O3P2PtS in a non-equilibrium geometry, computed with ωB97M-V with the def2-TZVPD basis set.

## Properties
- 2S+1 = 3
- HOMO level (spin up / spin down) (eV) = -10.879 / -12.412
- HOMO-LUMO gap (spin up / spin down) (eV) = 6.04 / 7.42
- ⟨S²⟩ = 2.0069
- charge = +2

```
111
Properties=species:S:1:pos:R:3:forces:R:3
Pt -0.160 -2.222 -0.399 0.164 -0.062 0.193
C 2.564 -1.518 2.094 0.416 0.158 -0.189
C 3.103 -2.286 0.895 -0.060 -0.423 -0.271
P 2.147 -2.272 -0.670 0.245 -0.153 -0.068
C 2.917 -3.658 -1.586 -0.338 0.354 0.297
C 2.349 -4.918 -1.496 0.058 -0.268 0.114
C 2.954 -6.006 -2.104 -0.177 -0.449 -0.076
C 4.114 -5.833 -2.834 0.170 0.442 0.251
C 4.690 -4.566 -2.920 0.418 -0.600 -0.355
C 4.100 -3.492 -2.295 0.168 0.477 -0.010
C 2.760 -0.813 -1.569 -0.104 -0.179 -0.132
C 2.491 -0.732 -2.934 -0.018 0.290 -0.333
C 2.974 0.335 -3.688 -0.109 -0.263 0.423
C 3.709 1.339 -3.071 0.236 0.181 -0.161
C 3.982 1.267 -1.713 -0.091 -0.045 -0.102
C 3.506 0.191 -0.974 0.122 0.204 0.318
C 1.422 -2.248 2.774 -0.307 -0.135 0.150
P -0.186 -1.942 1.948 0.011 0.308 0.522
C -1.364 -3.015 2.790 -0.416 -0.056 -0.116
C -2.686 -2.965 2.329 -0.073 -0.092 0.105
C -3.658 -3.756 2.924 -0.058 -0.116 -0.276
C -3.312 -4.634 3.946 -0.474 -0.047 0.123
C -2.016 -4.676 4.416 0.148 -0.057 -0.013
C -1.046 -3.865 3.848 -0.117 0.134 -0.131
C -0.636 -0.279 2.593 -0.429 -0.332 0.209
C -1.433 -0.132 3.745 0.256 -0.261 -0.388
C -1.754 1.128 4.204 -0.019 0.056 0.192
C -1.309 2.259 3.534 0.166 -0.068 -0.265
C -0.529 2.129 2.390 -0.190 -0.088 0.218
C -0.204 0.856 1.931 0.511 0.334 -0.344
H 2.278 -0.496 1.824 -0.087 -0.046 -0.007
H 3.394 -1.402 2.793 -0.072 -0.043 0.115
H 3.187 -3.341 1.166 -0.053 -0.073 -0.023
H 4.112 -1.997 0.633 0.338 0.227 -0.024
H 1.461 -5.074 -0.912 -0.194 0.032 0.039
H 2.520 -7.002 -2.007 0.052 0.302 -0.011
H 4.608 -6.675 -3.281 0.059 -0.224 -0.218
H 5.626 -4.450 -3.468 -0.282 0.086 0.153
H 4.569 -2.517 -2.356 -0.021 -0.017 -0.026
H 1.906 -1.502 -3.425 0.023 -0.035 0.040
H 2.793 0.378 -4.749 -0.096 -0.015 -0.132
H 4.093 2.163 -3.670 -0.068 -0.127 0.167
H 4.568 2.034 -1.224 -0.008 0.012 -0.033
H 3.727 0.162 0.085 0.040 -0.063 0.027
H 1.330 -1.915 3.806 -0.142 0.089 0.148
H 1.603 -3.329 2.822 0.049 0.157 -0.182
H -2.971 -2.321 1.503 0.065 -0.048 -0.014
H -4.674 -3.720 2.541 0.151 0.010 0.127
H -4.055 -5.284 4.406 0.060 0.184 -0.194
H -1.764 -5.353 5.220 0.097 0.024 0.056
H -0.053 -3.903 4.243 0.474 -0.014 0.140
H -1.807 -0.998 4.280 0.070 0.008 -0.093
H -2.345 1.221 5.107 -0.023 0.062 -0.066
H -1.565 3.234 3.914 -0.058 0.211 0.043
H -0.187 3.008 1.851 0.016 -0.108 0.047
H 0.433 0.761 1.052 -0.195 -0.039 0.085
C -4.707 3.792 0.647 0.021 0.218 0.104
C -4.147 3.718 -0.760 -0.210 -0.818 -0.170
N -3.046 2.746 -0.892 0.664 0.261 0.206
C -3.327 1.435 -0.905 0.105 -0.108 -0.039
C -2.416 0.411 -0.983 0.032 0.233 0.095
C -2.985 -0.969 -0.805 -0.754 -1.237 0.070
O -4.192 -1.062 -0.564 0.980 0.152 -0.165
O -2.207 -2.020 -0.905 -0.594 0.939 0.069
C -1.040 0.737 -1.140 -0.662 0.638 0.165
O -0.098 -0.063 -1.237 0.583 -0.313 -0.059
C -0.736 2.177 -1.085 0.485 -0.535 -0.151
C 0.608 2.573 -1.132 -0.179 -0.407 -0.103
C 0.949 3.865 -0.942 0.052 0.755 0.094
F 2.249 4.202 -1.091 0.160 -0.025 0.085
C 0.003 4.875 -0.612 0.584 0.132 -0.093
C -1.312 4.470 -0.619 -0.610 0.108 0.114
C -1.704 3.141 -0.893 -0.520 0.319 0.206
N 0.383 6.207 -0.250 -0.047 -0.569 0.010
C 1.799 6.591 -0.189 -0.067 -0.124 0.079
C 1.931 8.057 0.208 0.108 -0.035 0.196
N 0.876 8.399 1.205 -0.279 -0.213 0.639
C -0.526 8.272 0.628 0.323 0.363 -0.231
C -0.469 7.331 -0.572 -0.280 0.081 0.200
H -5.537 4.510 0.678 0.178 -0.234 0.028
H -3.946 4.108 1.364 0.009 0.047 -0.015
H -5.066 2.814 0.971 -0.076 0.076 -0.050
H -3.794 4.655 -1.139 0.105 0.544 -0.087
H -4.909 3.387 -1.461 -0.164 0.005 0.008
H -4.367 1.160 -0.832 -0.188 -0.016 0.031
H 1.372 1.832 -1.339 -0.027 0.058 -0.003
H -2.082 5.173 -0.334 0.047 0.018 -0.008
H 2.299 6.469 -1.147 0.168 0.019 -0.076
H 2.318 5.969 0.548 -0.092 0.048 -0.162
H 1.799 8.741 -0.620 -0.002 0.096 -0.180
H 2.896 8.256 0.672 0.033 -0.053 -0.103
H 1.018 9.335 1.589 0.008 -0.045 -0.104
H 0.936 7.759 2.005 0.150 0.081 -0.227
H -0.838 9.282 0.357 -0.108 -0.155 -0.059
H -1.146 7.899 1.434 -0.175 -0.091 0.000
H -0.134 7.866 -1.459 0.144 0.079 -0.186
H -1.483 7.028 -0.787 -0.160 -0.178 -0.036
S -0.864 -6.965 0.224 0.100 -0.288 0.050
C -0.581 -5.341 0.666 -0.014 0.287 -0.021
N -0.728 -4.468 -0.281 -0.194 -0.048 -0.326
C -1.106 -5.092 -1.480 0.202 0.838 0.165
C -1.358 -4.444 -2.691 0.212 0.118 0.340
C -1.644 -5.206 -3.783 -0.070 -0.322 -0.684
C -1.687 -6.613 -3.724 -0.029 0.530 0.182
C -1.472 -7.246 -2.530 0.021 -0.447 0.203
C -1.181 -6.465 -1.409 -0.060 -0.499 0.368
H -0.300 -5.052 1.675 -0.084 -0.232 -0.208
H -1.324 -3.372 -2.752 -0.058 0.238 0.002
H -1.832 -4.710 -4.724 -0.036 -0.033 -0.082
H -1.900 -7.188 -4.607 -0.055 -0.080 -0.178
H -1.520 -8.326 -2.461 0.011 0.026 0.044
```
Positions in Å, forces in eV/Å.